ORCA calculation (ωB97M-V/def2-TZVPD) on a cluster of 3 separate species, C19H36ClO3S in total at a distorted geometry.

Its net charge is +1. For the gap between HOMO and LUMO, the calculation gives 7.491 eV. As for the strongest force on any atom: 10.00 eV/Å.

XYZ file:
```
60
C19H36ClO3S (ωB97M-V/def2-TZVPD)
C 4.50699 -0.19203 2.75569
C 3.57642 -0.69746 1.79918
S 2.32699 -1.02920 0.39400
C 2.37618 0.46943 -0.75986
C 3.02892 0.01256 -2.19565
C 3.04305 1.17937 -3.35039
Cl 1.38863 1.18656 -4.21324
C 0.64095 -1.13203 1.28554
C -0.63631 -1.03041 0.26272
C -1.21064 -2.47100 -0.27646
C -2.36398 -2.14211 -1.44024
C -3.59768 -1.21169 -0.88780
C -3.32470 0.34898 -1.42189
C -4.43254 1.42045 -0.78622
O -4.30758 2.78390 -1.32617
C -3.02165 3.40856 -0.97861
H 5.27093 0.13882 3.61111
H 3.03629 1.28792 -0.21980
H 1.30433 0.95248 -0.88500
H 4.15654 -0.29398 -1.98630
H 2.40084 -0.89402 -2.62732
H 3.87243 0.95530 -4.16122
H 3.21966 2.23787 -2.87056
H 0.62593 -2.05381 2.00764
H 0.60909 -0.14928 1.96141
H -0.41512 -0.37307 -0.68368
H -1.51390 -0.49044 0.84927
H -0.31986 -2.98698 -0.87664
H -1.67370 -3.15904 0.55051
H -1.88057 -1.57993 -2.36066
H -2.80868 -3.18025 -1.78493
H -3.78623 -1.27264 0.26692
H -4.58953 -1.57221 -1.44635
H -2.24755 0.73471 -1.17640
H -3.55296 0.30781 -2.59056
H -4.43218 1.39326 0.40244
H -5.48967 1.01238 -1.15969
H -3.00841 4.58713 -1.08405
H -2.76017 3.13092 0.12855
H -2.21719 2.95654 -1.73194
C 3.87346 -4.61550 0.45337
C 2.76618 -5.56358 0.82917
O 1.67210 -5.14916 1.20872
C 3.04928 -7.03820 0.72250
H 3.52654 -3.58440 0.57924
H 4.73676 -4.77609 1.10404
H 4.15205 -4.76568 -0.59273
H 3.87579 -7.30663 1.38515
H 3.29108 -7.29622 -0.31162
H 2.16007 -7.60122 1.02547
C -2.39630 5.86389 3.11893
C -1.43951 4.92564 2.43310
O -1.33879 3.75003 2.78041
C -0.61088 5.48134 1.30589
H -2.92675 5.32564 3.91156
H -1.84493 6.69380 3.56805
H -3.12893 6.23858 2.39965
H 0.01997 6.29411 1.67429
H -1.26403 5.83889 0.50588
H 0.03347 4.69138 0.90556
```


ORCA calculation (ωB97M-V/def2-TZVPD) on a structure of composition C38H43BeBrF7O3P2 at a distorted geometry.

Its net charge is +1. Its energy above the lowest of the compared OMol25 structures with the same formula, charge and spin is 0.000 eV. For the gap between HOMO and LUMO, the calculation gives 9.415 eV. As for the strongest force on any atom: 3.28 eV/Å.

XYZ file:
```
95
C38H43BeBrF7O3P2 (ωB97M-V/def2-TZVPD)
Be -12.89738 -11.56807 -6.81190
F -9.17568 -9.76481 -11.75370
C -9.58336 -9.77395 -10.49811
C -9.79659 -8.57918 -9.84473
F -9.39851 -7.45905 -10.39665
C -10.21071 -8.64154 -8.50190
F -10.30252 -7.50252 -7.89782
C -10.56719 -9.83094 -7.87765
P -11.54721 -9.88179 -6.39648
C -10.41320 -10.30207 -4.98806
C -9.12718 -10.82893 -5.14955
C -8.32441 -11.01584 -4.00697
C -8.75459 -10.58204 -2.77226
C -10.07442 -10.12490 -2.59735
C -10.83919 -9.94199 -3.70956
C -12.22274 -8.25980 -6.01039
C -13.53645 -7.95082 -6.37200
C -14.09959 -6.73544 -6.14727
C -13.41794 -5.81845 -5.38762
C -12.12942 -6.09779 -4.91636
C -11.50202 -7.28733 -5.33869
C -10.28757 -10.99955 -8.56405
Br -10.79562 -12.65462 -7.84292
C -9.83400 -10.95660 -9.83888
F -9.55559 -12.04689 -10.51391
H -8.67572 -10.94133 -6.17762
H -7.28412 -11.44525 -4.07182
H -8.00389 -10.60373 -2.02005
H -10.44589 -9.93742 -1.62562
H -11.80448 -9.54461 -3.60942
H -14.10386 -8.74839 -6.94460
H -15.08796 -6.55670 -6.50131
H -13.87806 -4.84521 -5.12388
H -11.61730 -5.34520 -4.28990
H -10.53230 -7.48480 -5.05527
O -13.00832 -12.67923 -5.73363
P -14.13798 -13.26661 -4.88240
C -13.54163 -14.67136 -3.96827
C -12.90308 -14.32699 -2.62264
C -11.63180 -13.52149 -2.81711
C -10.70512 -14.07713 -3.93165
C -11.09264 -15.52835 -4.23450
C -12.50027 -15.57267 -4.79294
C -14.68122 -11.99890 -3.66135
C -14.97832 -10.66105 -4.34895
C -16.46509 -10.51571 -4.73087
C -17.30914 -10.60770 -3.45477
C -17.15245 -12.01800 -2.86041
C -15.75213 -12.48056 -2.63825
C -15.54560 -13.76701 -5.90954
C -16.54078 -14.67488 -5.14362
C -16.19806 -16.18722 -5.23198
C -15.88529 -16.66163 -6.69833
C -14.74931 -15.85908 -7.31464
C -15.13497 -14.31657 -7.30342
H -14.40343 -15.32233 -3.83288
H -12.77053 -15.30225 -2.08122
H -13.59471 -13.80897 -1.98292
H -11.07186 -13.46045 -1.83942
H -11.84290 -12.45499 -3.04664
H -9.71463 -14.01030 -3.54148
H -10.73168 -13.47710 -4.86962
H -10.92382 -16.12745 -3.26205
H -10.39584 -15.88044 -4.96171
H -12.79655 -16.61668 -4.78975
H -12.38171 -15.18305 -5.81768
H -13.74970 -11.82909 -3.07981
H -14.31812 -10.56122 -5.19621
H -14.66208 -9.80052 -3.62140
H -16.85615 -11.24182 -5.44149
H -16.59506 -9.55883 -5.18255
H -18.35890 -10.40962 -3.64106
H -16.92229 -9.80563 -2.82822
H -17.73791 -12.71728 -3.48275
H -17.61884 -11.94030 -1.83371
H -15.73036 -13.63147 -2.58700
H -15.38708 -12.19987 -1.67607
H -16.02233 -12.81101 -6.07749
H -17.53002 -14.47267 -5.55522
H -16.62492 -14.35562 -4.08812
H -16.98204 -16.76022 -4.78386
H -15.35338 -16.47767 -4.61980
H -16.74877 -16.50882 -7.37532
H -15.76643 -17.76819 -6.73806
H -14.51099 -16.10074 -8.36643
H -13.79157 -15.98789 -6.80530
H -16.05402 -14.24197 -7.89704
H -14.40570 -13.68919 -7.80021
F -16.35308 -11.63951 -8.94570
C -15.60413 -10.64260 -9.30346
F -15.80831 -10.43962 -10.64351
F -16.11163 -9.54923 -8.67967
C -14.10168 -10.71599 -8.87086
O -13.17921 -10.10587 -9.36602
O -14.06491 -11.37564 -7.79039
```


ORCA calculation (ωB97M-V/def2-TZVPD) on a cluster of 2 separate species, CH6N2S in total at a distorted geometry.

Its net charge is 0. Its energy above the lowest of the compared OMol25 structures with the same formula, charge and spin is 1.165 eV. As for the SMILES: [H]/N=C\N.S. For the gap between HOMO and LUMO, the calculation gives 10.318 eV. As for the strongest force on any atom: 1.66 eV/Å.

XYZ file:
```
10
CH6N2S (ωB97M-V/def2-TZVPD)
S 2.37040 -0.63991 1.21690
H 3.24031 -0.17013 2.12863
N -0.38866 -0.30707 -0.98649
C -1.66509 0.07235 -0.48872
N -1.87762 1.09389 0.22103
H 0.35021 -0.61945 -0.38225
H -0.39949 -0.56116 -1.95824
H -2.42149 -0.67754 -0.71738
H 1.77598 0.31757 0.46071
H -0.98455 1.49145 0.50580
```